C5H11NS | the ωB97M-V functional and the def2-TZVPD basis

Structure (XYZ):
```
18
C5H11NS the ωB97M-V functional and the def2-TZVPD basis
C 2.19 -0.66 -0.75
C 1.51 -0.26 0.59
C 0.26 -0.44 1.16
C -1.19 -0.57 0.77
S -1.44 -1.87 -0.38
C -1.70 0.78 0.27
N -0.94 1.10 -1.07
H 3.00 0.05 -0.92
H 2.51 -1.77 -0.82
H 1.53 -0.62 -1.68
H 2.28 -0.06 1.29
H 0.54 0.06 2.07
H -1.71 -0.75 1.78
H -0.91 -0.86 -1.34
H -2.70 0.78 -0.04
H -1.32 1.45 1.03
H -1.76 1.93 -1.30
H -0.15 1.71 -0.66
```

Output
Strongest force on any atom (eV/A): 5.93
Electronic energy (eV): -17685.345
Energy relative to the best compared isomer or geometry (same formula, charge and spin) (kcal/mol): 71.9
Frontier orbital gap (eV): 9.3
SMILES: C/C=C\[C@H](S)CN
E_HOMO (eV): -8.62